DFT (the ωB97M-V functional and the def2-TZVPD basis) results for 2 unconnected molecules or ions with the total composition C3H6O3S at a distorted geometry.

CARTESIAN COORDINATES (ANGSTROEM)
O (-1.1728, 1.4691, -0.6112)
C (-1.1009, 0.2138, -0.7733)
O (-1.3193, -0.4550, -1.8058)
C (-0.7659, -0.6250, 0.5245)
C (0.5609, -1.3766, 0.4327)
S (1.1705, -2.0100, 2.0940)
H (-1.6283, -1.2444, 0.7975)
H (-0.7693, 0.0802, 1.3633)
H (0.4578, -2.1776, -0.3030)
H (1.3501, -0.7257, 0.0511)
H (1.7067, 1.8207, -0.4973)
H (0.2778, 2.3792, -0.5828)
O (1.2326, 2.6514, -0.6895)

DFT total energy: -741.82435 Eh
Net charge: -2
Energy relative to the best compared isomer or geometry (same formula, charge and spin): 6.9 kcal per mole
Orbital gap: 5.7 eV
E_LUMO: 6.20 eV
Strongest force on any atom: 0.029 Eh/bohr

=====

DFT (the ωB97M-V functional and the def2-TZVPD basis) results for a single C15H18N4O2 molecule at a distorted geometry.

CARTESIAN COORDINATES (ANGSTROEM)
N (0.7179, 3.2057, 0.8292)
N (0.7337, 2.5473, -1.3359)
O (-0.2104, -1.3750, -0.4338)
O (-0.3314, -0.6644, 1.8428)
C (0.8820, 3.4758, -0.4357)
C (0.6237, 1.9419, 1.1591)
C (0.4002, 1.3230, -1.0843)
C (-0.1488, -1.6534, -4.0494)
C (0.1357, -0.3866, -4.3813)
C (-0.4305, -1.9865, -2.7013)
C (0.2797, 0.5937, -3.5249)
C (-0.0880, -1.0376, -1.7257)
C (0.2091, 0.3120, -2.0711)
C (0.4967, 0.9328, 0.2323)
N (1.2998, 6.0360, -0.6517)
N (1.0459, 4.6516, -1.1960)
C (0.4105, -0.5614, 0.5728)
C (-1.2094, -1.6378, 3.8786)
C (0.5086, -2.9167, 2.7041)
C (-1.7673, -2.7312, 1.6136)
C (-0.6673, -1.9691, 2.4292)
H (0.5145, 1.7118, 2.1590)
H (-0.3167, -2.3874, -4.8387)
H (0.5258, -0.0538, -5.3841)
H (-0.7409, -2.9196, -2.2427)
H (0.4922, 1.6282, -3.8457)
H (0.9811, 6.1462, 0.3035)
H (0.8918, 6.8021, -1.2709)
H (1.2029, 4.5819, -2.2186)
H (1.3879, -0.8565, 0.5101)
H (-2.1029, -1.1329, 3.7277)
H (-0.4959, -1.0621, 4.4294)
H (-1.3156, -2.5428, 4.4649)
H (0.0207, -3.8854, 2.9200)
H (1.1002, -2.5336, 3.5725)
H (1.1842, -2.8575, 1.8924)
H (-2.6500, -3.0614, 2.1978)
H (-1.3906, -3.6799, 1.0866)
H (-2.1790, -1.9975, 0.8662)

DFT total energy: -951.76268 Eh
Energy relative to the best compared isomer or geometry (same formula, charge and spin): 115.8 kcal per mole
Orbital gap: 7.9 eV
E_LUMO: 0.09 eV
Strongest force on any atom: 0.124 Eh/bohr

=====

DFT (the ωB97M-V functional and the def2-TZVPD basis) results for a single C7H5F3O molecule at a distorted geometry.

CARTESIAN COORDINATES (ANGSTROEM)
C (-2.0408, -0.5299, -0.0192)
C (-2.4659, 0.8154, 0.0135)
C (-1.5145, 1.8437, -0.0266)
C (-0.2041, 1.4914, -0.0359)
C (0.2976, 0.0931, -0.0328)
C (-0.6110, -0.8194, -0.0509)
C (1.7875, -0.1656, 0.0062)
H (-2.7370, -2.3292, 0.1730)
H (-3.3725, 1.0234, -0.0379)
H (-1.7614, 2.7157, 0.1817)
H (0.5849, 2.4617, 0.0945)
H (-0.5261, -1.7453, -0.0306)
O (-3.0300, -1.4166, 0.0116)
F (2.3022, 0.1867, 1.1756)
F (2.0063, -1.4677, -0.1716)
F (2.4203, 0.4848, -0.9594)

DFT total energy: -644.49829 Eh
Energy relative to the best compared isomer or geometry (same formula, charge and spin): 12.8 kcal per mole
Orbital gap: 9.2 eV
E_LUMO: 0.55 eV
Strongest force on any atom: 0.178 Eh/bohr

=====

DFT (the ωB97M-V functional and the def2-TZVPD basis) results for a molecular structure, C36H41N7O4S4W at a distorted geometry.

CARTESIAN COORDINATES (ANGSTROEM)
W (-0.4324, 0.7077, -0.1768)
O (4.0144, -4.7194, 1.3849)
N (4.6547, -3.7049, 1.1726)
O (5.8462, -3.5605, 1.2924)
C (3.8760, -2.5562, 0.6757)
C (4.3639, -1.8929, -0.3888)
C (3.5793, -0.8987, -1.0496)
C (3.9903, -0.2715, -2.2275)
C (3.1169, 0.6013, -2.8401)
C (1.8849, 0.8512, -2.2640)
N (1.4682, 0.2994, -1.1206)
C (2.3099, -0.5902, -0.5236)
C (1.8312, -1.2448, 0.6440)
N (0.5840, -0.9004, 1.0691)
C (0.1089, -1.5506, 2.1234)
C (0.8074, -2.5344, 2.8066)
C (2.0663, -2.8982, 2.3863)
C (2.5974, -2.2582, 1.2624)
H (5.3404, -2.1450, -0.7839)
H (4.9635, -0.4844, -2.6506)
H (3.3823, 1.0847, -3.7693)
H (1.1965, 1.5282, -2.7505)
H (-0.8901, -1.2869, 2.4386)
H (0.3513, -3.0201, 3.6574)
H (2.6044, -3.6760, 2.9068)
C (-3.6924, -0.7721, -4.7727)
C (-3.9909, -0.8612, -3.4204)
C (-3.1928, -0.2256, -2.4839)
C (-2.0906, 0.5133, -2.8965)
C (-1.8095, 0.6320, -4.2554)
C (-2.6008, -0.0203, -5.1836)
N (-1.2930, 1.2324, -1.9461)
N (-1.1122, 2.4676, -2.3879)
C (-0.2794, 3.2223, -1.6714)
C (-0.0413, 4.5648, -2.0272)
C (0.9455, 5.2574, -1.3844)
C (1.7129, 4.6014, -0.4032)
C (1.3993, 3.3167, -0.0604)
N (0.3852, 2.6326, -0.6331)
H (-4.3165, -1.2682, -5.5038)
H (-4.8611, -1.4148, -3.0911)
H (-3.4624, -0.2700, -1.4398)
H (-0.9747, 1.2393, -4.5785)
H (-2.3706, 0.0685, -6.2368)
H (-0.6570, 4.9903, -2.8067)
H (1.1519, 6.2898, -1.6311)
H (2.5333, 5.1043, 0.0872)
H (1.9538, 2.7788, 0.6961)
S (-4.9050, 1.4104, 1.2769)
C (-3.3291, 1.2491, 0.9434)
S (-2.2281, 2.5262, 0.5701)
S (-2.4608, -0.2729, 0.9205)
O (-0.7466, -1.2951, -1.1850)
C (-0.7806, -2.5515, -1.2588)
C (-2.0779, -3.2704, -1.4446)
C (-2.1182, -3.9973, -2.8067)
C (-1.4998, -5.3948, -2.7648)
C (0.0156, -5.3748, -2.5735)
C (0.4362, -4.7383, -1.2507)
N (0.3312, -3.2728, -1.2386)
H (-2.8789, -2.5428, -1.3754)
H (-2.2085, -4.0030, -0.6424)
H (-1.6047, -3.3904, -3.5581)
H (-3.1590, -4.0757, -3.1194)
H (-1.7336, -5.9148, -3.6942)
H (-1.9579, -5.9708, -1.9553)
H (0.4881, -4.8441, -3.4044)
H (0.3923, -6.3989, -2.5845)
H (1.4753, -4.9750, -1.0250)
H (-0.1768, -5.1405, -0.4404)
H (1.1992, -2.7675, -1.2551)
C (1.4567, 5.1817, 3.3634)
C (1.3291, 4.0862, 4.4200)
C (1.3064, 2.6836, 3.8166)
S (-0.2241, 2.4336, 2.8477)
O (0.2632, 1.4590, 1.7314)
C (-1.1302, 1.3264, 3.9695)
C (-1.9186, 2.0924, 5.0270)
C (-3.1065, 2.8485, 4.4361)
H (1.3846, 6.1628, 3.8291)
H (0.6689, 5.1077, 2.6108)
H (2.4242, 5.1200, 2.8616)
H (0.4291, 4.2476, 5.0180)
H (2.1773, 4.1423, 5.1036)
H (1.3691, 1.9062, 4.5770)
H (2.1207, 2.5459, 3.1040)
H (-0.4016, 0.6418, 4.4053)
H (-1.8078, 0.7838, 3.3082)
H (-1.2624, 2.7878, 5.5574)
H (-2.2671, 1.3663, 5.7632)
H (-2.7779, 3.6324, 3.7508)
H (-3.6874, 3.3153, 5.2298)
H (-3.7709, 2.1756, 3.8917)

DFT total energy: -3740.01215 Eh
Net charge: +2
Energy relative to the best compared isomer or geometry (same formula, charge and spin): 13.2 kcal per mole
Orbital gap (spin up / spin down): 5.4 / 5.7 eV
E_LUMO (spin up / spin down): -7.01 / -6.95 eV
Strongest force on any atom: 0.045 Eh/bohr